The following is a DFT calculation (ωB97M-V/def2-TZVPD) of a gas-phase ion, C5H12N3O (charge +1).

Molar mass ... 130.17 g/mol
Kohn-Sham gap ... 10.86 eV
Electronic energy ... -436.9678 Eh
HOMO energy ... -0.522 Ha
Structure (SMILES) ... C/C(=[NH+]\C(N)=O)N(C)C
Lowest unoccupied orbital energy ... -3.4 eV
Net charge ... +1
F_max ... 0.1053 hartree/bohr

Atoms and positions in Å:
O: -2.71 -0.21 -1.29
N: -1.00 0.82 0.00
N: -3.16 0.39 0.91
N: 1.28 0.23 -0.14
C: 1.68 1.43 -0.87
C: 2.37 -0.68 0.11
C: 0.00 -0.11 0.03
C: -0.36 -1.49 0.55
C: -2.46 0.23 -0.21
H: 2.57 -0.86 1.18
H: 3.10 -0.16 -0.32
H: -0.02 -1.70 1.56
H: 2.27 -1.67 -0.42
H: 0.25 -2.09 -0.13
H: 1.56 2.26 -0.33
H: 2.75 1.26 -1.21
H: -1.32 -1.75 0.45
H: -4.16 0.03 0.86
H: -2.81 0.98 1.57
H: -0.90 1.64 -0.47
H: 1.06 1.45 -1.82

Mulliken atomic charge list, values in e, 2 entries: -0.4780 -0.2792

---

The following is a DFT calculation (ωB97M-V/def2-TZVPD) of 2 unconnected molecules or ions with the total composition CH3NO2.

Molar mass ... 61.04 g/mol
Kohn-Sham gap ... 11.46 eV
Electronic energy ... -244.9469 Eh
HOMO energy ... -0.386 Ha
Lowest unoccupied orbital energy ... 1.0 eV
F_max ... 0.1012 hartree/bohr

Atoms and positions in Å:
O: 2.10 -0.15 -0.55
O: -1.62 0.64 0.81
N: 1.42 0.81 0.26
C: 0.99 -0.42 -0.08
H: -2.27 0.13 0.47
H: 1.91 1.09 1.12
H: -1.33 0.10 1.55

Mulliken atomic charge list, values in e, 2 entries: -0.1002 -0.5935

---

The following is a DFT calculation (ωB97M-V/def2-TZVPD) of 2 unconnected molecules or ions with the total composition C5H4N2S.

Molar mass ... 124.17 g/mol
Kohn-Sham gap ... 7.05 eV
Electronic energy ... -700.4693 Eh
HOMO energy ... -0.361 Ha
Lowest unoccupied orbital energy ... -2.8 eV
F_max ... 0.0823 hartree/bohr

Atoms and positions in Å:
S: -0.65 2.14 -0.99
N: 2.88 1.81 1.27
N: 1.90 -2.17 -1.37
C: 0.13 0.80 -0.50
C: 1.32 0.32 -1.16
C: 2.56 1.24 0.32
C: 1.59 -1.09 -1.24
C: -0.30 0.12 0.80
H: -0.78 0.78 1.50
H: -1.02 -0.53 0.58
H: 0.56 -0.40 1.17
H: 1.62 0.83 -2.10

Mulliken atomic charge list, values in e, 2 entries: -0.1725 -0.3616